# 1
A molecular structure, C68H88Br2N6O6SSi2Sr in a non-equilibrium geometry, computed with ωB97M-V with the def2-TZVPD basis set.

Cartesian coordinates (Å):
Sr1 0.77839 -1.28997 -0.21210
C1 -3.71031 0.64887 5.72587
C2 -3.43722 -0.42703 4.66353
C3 -3.93907 -1.79765 5.12711
C4 -4.01719 -0.04478 3.31265
C5 -5.29980 0.48716 3.25774
C6 -5.84545 0.94062 2.06811
C7 -5.05418 0.93627 0.92956
C8 -3.77915 0.39457 0.93546
C9 -2.88695 0.54241 -0.28059
C10 -2.67252 2.03355 -0.57792
C11 -3.45302 -0.16943 -1.51220
C12 -3.28501 -0.20571 2.11474
N1 -2.23380 -1.08977 2.02551
C13 -1.13831 -1.16203 2.67037
C14 -0.37405 -2.38127 2.85076
C15 0.25472 -2.50855 4.09828
C16 0.58500 -3.73456 4.63016
C17 0.20480 -4.88027 3.91745
C18 -0.33974 -4.79065 2.66085
C19 -0.48957 -3.53038 1.99435
N2 -0.69051 -3.40380 0.68167
C20 -1.02693 -4.57202 -0.03671
C21 -2.39378 -4.91600 -0.10354
C22 -2.78688 -6.07696 -0.75543
C23 -1.86079 -6.90663 -1.36174
C24 -0.52214 -6.56051 -1.31667
C25 -0.08121 -5.41354 -0.66368
C26 1.41366 -5.14670 -0.62636
C27 2.12364 -6.05761 0.38345
C28 2.05304 -5.33049 -2.00562
C29 -3.43286 -4.04067 0.57611
C30 -3.74957 -4.57018 1.98020
C31 -4.73133 -3.93742 -0.23309
H1 -2.97181 0.58159 6.52695
H2 -4.70014 0.52975 6.17211
H3 -3.65778 1.64660 5.28897
H4 -2.35693 -0.50631 4.56665
H5 -5.02122 -1.78327 5.27906
H6 -3.45733 -2.07915 6.06652
H7 -3.70371 -2.55785 4.38002
H8 -5.88089 0.55514 4.17058
H9 -6.85807 1.32383 2.03430
H10 -5.44455 1.36386 0.01243
H11 -1.91142 0.10579 -0.05406
H12 -3.60795 2.49748 -0.90068
H13 -1.93224 2.15294 -1.37043
H14 -2.31449 2.55660 0.30921
H15 -4.48687 0.13305 -1.69267
H16 -3.42334 -1.24887 -1.37491
H17 -2.85597 0.08561 -2.38876
H18 -0.76447 -0.30373 3.24185
H19 0.40952 -1.61090 4.69012
H20 1.06003 -3.81164 5.59896
H21 0.35358 -5.85895 4.36185
H22 -0.62677 -5.68981 2.13082
H23 -3.83666 -6.34542 -0.78608
H24 -2.17670 -7.81089 -1.86891
H25 0.20172 -7.21315 -1.78919
H26 1.56444 -4.11366 -0.31460
H27 2.00806 -7.10645 0.09545
H28 1.71791 -5.92546 1.38221
H29 3.19104 -5.82136 0.41908
H30 1.96362 -6.36097 -2.35313
H31 3.11530 -5.09239 -1.95607
H32 1.57367 -4.67995 -2.73741
H33 -3.00311 -3.04384 0.69434
H34 -4.16333 -5.58107 1.92091
H35 -4.47846 -3.91984 2.47201
H36 -2.84972 -4.59738 2.59408
H37 -5.32090 -4.85429 -0.15299
H38 -4.52243 -3.75710 -1.28905
H39 -5.34422 -3.11763 0.14797
O1 5.68215 -2.50116 6.04743
N3 4.74294 -1.75447 5.66627
O2 4.14464 -0.99910 6.47872
C32 4.37334 -1.79082 4.32308
C33 5.05477 -2.68427 3.49069
C34 4.73979 -2.80701 2.13586
C35 5.50487 -3.59647 1.23872
C36 5.19085 -3.59857 -0.09344
C37 4.06624 -2.88526 -0.52958
N4 3.29246 -2.19642 0.29181
C38 3.63426 -2.10270 1.58456
C39 2.93065 -1.15196 2.42238
N5 1.96320 -0.42330 1.83614
C40 1.43990 0.60417 2.48608
C41 1.82941 0.93807 3.77692
C42 2.76638 0.16090 4.42403
C43 3.35298 -0.93197 3.75872
H40 5.85666 -3.26651 3.91674
H41 6.34606 -4.15896 1.62553
H42 5.78890 -4.14467 -0.81191
H43 3.78770 -2.87628 -1.57738
H44 0.73034 1.21299 1.93480
H45 1.38566 1.79164 4.27313
H46 3.07479 0.39400 5.42873
Br1 -0.05584 -3.87445 -4.71675
C44 1.33769 -2.61913 -4.42323
C45 2.27840 -2.40417 -5.42849
C46 3.29597 -1.50984 -5.23067
Br2 4.61356 -1.31542 -6.60306
C47 3.39319 -0.76130 -4.03943
C48 4.37492 0.21877 -3.77325
C49 4.35594 0.89100 -2.58239
C50 3.36879 0.57956 -1.63316
N6 2.45118 -0.33003 -1.84897
C51 2.43091 -0.99837 -3.02111
C52 1.37566 -1.98669 -3.17139
O3 0.56909 -2.24792 -2.21816
H47 2.20246 -2.95032 -6.35812
H48 5.12918 0.42914 -4.51919
H49 5.08723 1.65868 -2.36792
H50 3.32239 1.09911 -0.68410
C53 -2.66084 -0.91110 -5.82408
Si1 -2.32680 0.69800 -4.88642
C54 -1.49594 1.88262 -6.11772
C55 -4.01791 1.49472 -4.51395
C56 -1.27934 0.37468 -3.41945
H51 -3.37187 -0.76774 -6.64069
H52 -3.05603 -1.68578 -5.16272
H53 -1.73464 -1.30169 -6.25256
H54 -2.04754 1.93503 -7.05873
H55 -0.47922 1.55247 -6.34445
H56 -1.42474 2.89314 -5.70879
H57 -4.53671 1.76931 -5.43482
H58 -3.89401 2.40088 -3.91513
H59 -4.66510 0.81956 -3.95010
H60 -0.81814 1.15936 -2.82295
H61 -1.13687 -0.62639 -3.02411
C57 3.70036 6.46697 0.14583
C58 3.35067 5.14633 0.84118
C59 3.69238 5.22799 2.32892
C60 4.12493 3.99115 0.20011
O4 1.95095 4.92999 0.77090
Si2 1.00234 4.33447 -0.45473
S1 0.76554 2.30794 -0.39401
O5 -0.42509 5.16803 -0.32732
C61 -1.19649 5.49802 0.82279
C62 -2.63780 5.64958 0.33724
C63 -0.68464 6.82983 1.38369
C64 -1.12688 4.41716 1.90407
O6 1.71128 4.88697 -1.84676
C65 1.13238 5.26613 -3.08732
C66 2.26941 5.24813 -4.10897
C67 0.55710 6.68259 -2.97086
C68 0.03913 4.28559 -3.51550
H62 4.77727 6.64869 0.17310
H63 3.18608 7.29511 0.63876
H64 3.36659 6.41569 -0.88926
H65 4.75938 5.40888 2.47375
H66 3.42043 4.28992 2.81524
H67 3.12698 6.03591 2.79746
H68 5.20067 4.13969 0.31450
H69 3.87515 3.92589 -0.85991
H70 3.83757 3.05350 0.67935
H71 -2.68764 6.41465 -0.44047
H72 -3.29622 5.93352 1.16064
H73 -2.98164 4.70466 -0.08563
H74 -0.79147 7.61459 0.63111
H75 0.37158 6.72107 1.62764
H76 -1.23912 7.11537 2.28054
H77 -1.40935 3.45246 1.48261
H78 -1.79912 4.66222 2.72922
H79 -0.10592 4.33404 2.27894
H80 3.05478 5.94469 -3.80839
H81 1.90247 5.53125 -5.09761
H82 2.69651 4.24536 -4.16218
H83 1.35387 7.38986 -2.72890
H84 -0.17729 6.69565 -2.16777
H85 0.08136 6.98739 -3.90587
H86 0.44024 3.27110 -3.54405
H87 -0.34150 4.54894 -4.50473
H88 -0.78051 4.30557 -2.79512

Calculated values
- Gap between HOMO and LUMO (alpha / beta): 4.8 / 6.0 eV
- Electronic energy: -260691.2176 eV
- Total charge: -2
- Energy relative to the best compared isomer or geometry (same formula, charge and spin): 16.4 kcal/mol
- HOMO level (alpha / beta): -1.4 / -2.6 eV


# 2
C5H8N2 in the gas phase in a non-equilibrium geometry, computed with ωB97M-V with the def2-TZVPD basis set.

Cartesian coordinates (Å):
C1 -0.79694 1.07151 -0.73834
C2 0.12554 0.78586 0.48297
C3 -0.41530 -0.24417 1.34871
C4 0.13079 -1.54403 0.72918
C5 0.89688 -1.09861 -0.51527
H1 0.12945 1.74343 1.00799
H2 0.05679 -0.02179 2.42766
H3 -1.50325 -0.13753 1.56382
H4 0.79127 -2.17639 1.33463
H5 -0.76228 -2.27467 0.59773
H6 1.82233 -1.74842 -0.71416
H7 0.38180 -0.98884 -1.50925
H8 1.41696 0.83063 -1.01385
N1 -1.66676 1.21191 -1.56423
N2 1.38406 0.35239 -0.08407

Calculated values
- Gap between HOMO and LUMO: 11.0 eV
- Electronic energy: -8293.0778 eV
- Energy relative to the best compared isomer or geometry (same formula, charge and spin): 44.2 kcal/mol
- HOMO level: -10.1 eV


# 3
3 unconnected molecules or ions with the total composition C13H16F8O5 in a non-equilibrium geometry, computed with ωB97M-V with the def2-TZVPD basis set.

Cartesian coordinates (Å):
C1 -0.63006 -4.92413 -1.21608
C2 -1.70151 -3.80033 -0.99346
C3 -2.48296 -4.04773 0.24439
F1 -1.67307 -4.05948 1.34526
F2 -3.43375 -3.18699 0.55472
F3 -1.10175 -2.55544 -0.84314
F4 -2.50146 -3.62737 -2.08580
O1 0.38398 -4.85507 -0.22354
C4 1.54011 -5.71332 -0.20328
C5 2.14881 -5.51984 1.18578
F5 1.43820 -6.02149 2.24472
F6 3.37217 -6.12139 1.18005
F7 1.03555 -6.91833 -0.41132
F8 2.18661 -5.19374 -1.23428
H1 -0.18015 -4.81327 -2.20268
H2 -1.08996 -5.91044 -1.27772
H3 -3.05166 -4.97698 0.21008
H4 2.42140 -4.47840 1.35665
O2 1.03768 2.39314 1.58410
C6 0.15946 1.75608 0.98129
O3 0.12636 1.70354 -0.36384
C7 -0.85573 0.81512 -0.78646
C8 -1.79027 0.64498 0.38995
C9 -0.95555 0.95094 1.62799
H5 -0.54138 -0.13630 -1.21551
H6 -1.40498 1.25829 -1.61714
H7 -2.29842 -0.31760 0.33237
H8 -2.67708 1.23631 0.16192
H9 -0.55444 0.01404 2.01455
H10 -1.72205 1.35530 2.28909
O4 3.58726 5.72153 -1.61756
C10 2.49314 6.04486 -1.01549
O5 1.81245 7.14497 -1.30645
C11 0.53623 7.27781 -0.60564
C12 0.65159 6.27169 0.55609
C13 1.64547 5.27822 -0.01280
H11 -0.30218 6.97141 -1.23116
H12 0.37319 8.28130 -0.21256
H13 -0.37199 5.98628 0.79879
H14 0.94011 6.86993 1.42037
H15 1.15247 4.44259 -0.50956
H16 2.27815 4.75932 0.70731

Calculated values
- Spin multiplicity: 2
- Gap between HOMO and LUMO (alpha / beta): 8.4 / 3.7 eV
- Electronic energy: -45706.3947 eV
- Total charge: +1
- <S²>: 0.76
- HOMO level (alpha / beta): -13.1 / -13.0 eV


# 4
C6H8 in the gas phase in a non-equilibrium geometry, computed with ωB97M-V with the def2-TZVPD basis set.

Cartesian coordinates (Å):
C1 -1.05327 -0.27138 -1.03442
C2 -1.09388 0.83847 -0.03922
C3 -0.97590 -0.05639 1.14437
C4 -0.04523 -0.74163 0.07481
C5 1.35365 -0.18983 -0.03017
C6 1.54694 1.10462 -0.17168
H1 -0.69307 -0.05397 -2.03817
H2 -1.86642 -0.95119 -1.06070
H3 0.57329 1.81212 -0.21003
H4 -1.78092 -0.71166 1.36234
H5 -0.54853 0.34879 2.05772
H6 -0.07374 -1.83140 0.18448
H7 2.17948 -0.89346 0.01442
H8 2.47762 1.59691 -0.25374

Calculated values
- Gap between HOMO and LUMO: 8.3 eV
- Electronic energy: -6346.1424 eV
- Energy relative to the best compared isomer or geometry (same formula, charge and spin): 107.0 kcal/mol
- HOMO level: -7.8 eV


# 5
C5H10N2S in the gas phase in a non-equilibrium geometry, computed with ωB97M-V with the def2-TZVPD basis set.

Cartesian coordinates (Å):
C1 -1.70256 1.49259 -0.07715
C2 -1.17318 0.06737 0.02962
C3 0.08098 -0.26016 -0.89135
C4 -0.18034 -0.18002 1.23562
C5 2.98234 -0.51717 -0.39999
H1 -0.88831 2.21147 0.16633
H2 -2.54295 1.70613 0.61779
H3 -2.08574 1.72799 -1.10704
H4 -1.95161 -2.05944 0.75759
H5 0.25320 0.58772 -1.59651
H6 0.06753 -1.22263 -1.40650
H7 -0.07194 0.59119 1.97965
H8 -0.12415 -1.18570 1.59800
H9 2.76023 -0.31850 -1.44917
H10 4.00588 -0.89552 -0.18500
N1 0.92269 -0.01533 0.28913
N2 2.12607 -0.52209 0.54221
S1 -2.47815 -1.20791 -0.10324

Calculated values
- Gap between HOMO and LUMO: 9.2 eV
- Electronic energy: -19160.0085 eV
- Energy relative to the best compared isomer or geometry (same formula, charge and spin): 66.8 kcal/mol
- HOMO level: -8.4 eV


# 6
C4H8O2 in the gas phase, computed with ωB97M-V with the def2-TZVPD basis set.

Cartesian coordinates (Å):
C1 -1.66843 -0.27612 -0.38092
C2 -0.26933 0.31093 -0.28101
O1 -0.28254 1.46656 0.54518
C3 0.70734 -0.67615 0.35444
C4 2.10492 -0.11976 0.48712
O2 3.10394 -0.73574 0.19709
H1 -2.37593 0.49024 -0.72177
H2 -1.71169 -1.11305 -1.08428
H3 -1.99205 -0.62357 0.60621
H4 0.09618 0.57398 -1.28846
H5 -1.05418 1.98961 0.29372
H6 0.75333 -1.61073 -0.21369
H7 0.34136 -0.90157 1.36669
H8 2.16127 0.91137 0.88864

Calculated values
- Gap between HOMO and LUMO: 10.5 eV
- Electronic energy: -8372.2181 eV
- Energy relative to the best compared isomer or geometry (same formula, charge and spin): 24.5 kcal/mol
- HOMO level: -9.7 eV